{
  "formula": "BH18O7",
  "method": "ωB97M-V/def2-TZVPD",
  "charge": -1,
  "gap_ev": 9.55,
  "homo_energy_ha": -0.2322,
  "e_lumo_ev": 3.23,
  "max_force_ev_per_a": 2.74,
  "spin_multiplicity": 1,
  "de_lowest_kcal_mol": 6.3,
  "symbols": ["B", "H", "H", "H", "H", "O", "H", "H", "O", "H", "H", "O", "H", "H", "O", "H", "H", "O", "H", "H", "O", "H", "H", "O", "H", "H"],
  "xyz": [[-0.641, 0.423, -0.780], [-1.766, 0.843, -0.572], [-0.190, 0.993, -1.781], [0.096, 0.675, 0.131], [-0.603, -0.828, -0.915], [1.601, -1.196, -2.572], [0.731, -0.928, -2.372], [1.394, -1.924, -3.164], [-1.263, 2.351, 2.405], [-1.274, 2.270, 1.487], [-0.927, 3.215, 2.545], [1.201, -1.920, 1.550], [0.500, -2.478, 1.207], [1.140, -1.188, 0.935], [-2.385, -1.263, 1.491], [-1.989, -0.526, 1.981], [-2.263, -0.819, 0.629], [0.436, 3.629, -0.028], [1.215, 3.165, 0.297], [0.139, 2.960, -0.689], [-0.809, -3.421, 0.791], [-1.428, -2.726, 1.137], [-1.019, -4.165, 1.384], [2.807, 1.187, -1.996], [2.867, 1.366, -1.086], [2.437, 0.299, -2.023]],
  "nbo_charge": [-0.81, -0.05, -0.03, -0.05, -0.05, -0.96, 0.51, 0.47, -0.95, 0.49, 0.46, -0.99, 0.48, 0.48, -0.98, 0.49, 0.51, -0.97, 0.47, 0.50, -0.97, 0.51, 0.46, -0.96, 0.45, 0.50]
}